ORCA calculation (ωB97M-V with the def2-TZVPD basis set) on one molecule with the formula C4H8O.

Cartesian coordinates (Å):
C: 1.81758 0.21074 0.59680
O: 0.91822 -0.79602 0.21636
C: -0.12507 -0.21924 -0.43984
C: -1.48525 -0.80300 -0.57993
C: -1.30854 0.47793 0.20181
H: 1.33354 0.86884 1.32890
H: 2.14004 0.81890 -0.26586
H: 2.67183 -0.29665 1.03543
H: 0.18556 0.20463 -1.44932
H: -1.24530 -0.57171 -1.62693
H: -1.91365 -1.73325 -0.17595
H: -1.69233 1.40573 -0.21464
H: -1.32543 0.46494 1.29666

**Max |F|**: 3.49 eV Å⁻¹
**Frontier orbital gap**: 10.6 eV
**HOMO energy**: -9.393 eV
**Spin multiplicity**: 1
**LUMO**: 1.2 eV
**Net charge**: 0